Computed, not measured: a cluster of 13 separate species, C38H95BrFN2O18P in total, with ωB97M-V with the def2-TZVPD basis set.

The geometry in XYZ format:
```
156
C38H95BrFN2O18P (ωB97M-V with the def2-TZVPD basis set)
C 2.89943 1.81392 1.39346
O 3.13872 2.39506 0.12365
C 3.38226 1.42800 -0.90577
C 2.11002 1.21356 -1.72213
C 2.13595 -0.03651 -2.62894
C 0.68079 -0.40809 -3.04565
C 0.38375 -1.92263 -3.05858
C -1.11520 -2.27857 -2.87009
C -1.32971 -3.06895 -1.55680
C -2.76642 -2.95758 -0.95484
C -2.77841 -2.52017 0.53459
C -3.21470 -1.08575 0.88689
C -2.18668 0.05578 0.64902
O -1.87882 0.00572 -0.76718
C -2.48715 0.82969 -1.65752
Br -4.28459 0.22150 -2.31431
C -0.86035 -0.44186 1.27858
C -0.87898 -1.09798 2.66631
F 0.18012 0.47895 1.22453
C -2.70078 1.43904 1.21272
N -2.64982 1.23753 2.70057
C -4.21298 1.78129 0.95151
C -4.63857 2.85191 -0.08972
C -5.56203 3.95024 0.50899
N -5.02368 4.57929 1.71719
C -5.30840 6.04493 1.78513
C -3.97522 6.76331 1.99671
C -3.36459 6.58675 3.21406
C -2.13969 7.16929 3.45707
C -1.57161 7.91072 2.44676
C -2.17792 8.11413 1.23904
C -3.40276 7.51892 1.00788
O -4.07834 7.64955 -0.19722
P -1.48598 2.86985 1.02473
O -0.63303 2.93726 2.20841
O -2.16725 4.33528 0.92947
O -0.52279 2.68346 -0.27153
H 2.62327 0.75483 1.35105
H 3.75131 1.93661 2.08004
H 2.05140 2.34162 1.84811
H 3.77726 0.50674 -0.45878
H 4.17668 1.86938 -1.52484
H 1.29079 1.08378 -1.00213
H 1.91852 2.13398 -2.28683
H 2.64833 -0.86979 -2.13934
H 2.72995 0.23006 -3.51193
H 0.52974 -0.03521 -4.06701
H 0.03280 0.14922 -2.36259
H 1.03722 -2.40203 -2.32032
H 0.72014 -2.30606 -4.02867
H -1.78432 -1.42470 -2.99281
H -1.35999 -2.97689 -3.68197
H -0.56950 -2.82645 -0.80544
H -1.14181 -4.12068 -1.80965
H -3.13986 -3.99162 -0.95750
H -3.44557 -2.40358 -1.60555
H -3.51391 -3.17400 1.02557
H -1.81925 -2.83799 0.95136
H -4.13010 -0.91563 0.31140
H -3.54259 -1.07489 1.92870
H -2.55378 1.88878 -1.41021
H -1.89986 0.78963 -2.57711
H -0.52267 -1.22846 0.59346
H -0.15120 -0.59293 3.30722
H -0.56798 -2.14520 2.62549
H -1.82659 -1.06923 3.19790
H -3.45673 0.67637 2.96528
H -2.81297 2.14474 3.13103
H -4.82489 0.90198 0.72786
H -4.64935 2.14733 1.88497
H -3.83873 3.35898 -0.63735
H -5.27546 2.38895 -0.85198
H -5.74727 4.65397 -0.31082
H -6.53326 3.46444 0.71411
H -5.55656 4.20308 2.49347
H -5.81992 6.40729 0.89075
H -5.94881 6.22481 2.65658
H -3.85862 5.98341 3.96931
H -1.65801 6.99869 4.40989
H -0.59379 8.35610 2.61718
H -1.67975 8.71257 0.47869
H -3.53936 8.23240 -0.74921
H -2.19281 4.64849 0.01368
H -0.28485 3.55020 -0.62819
C -5.34707 11.42461 -0.07022
O -4.12056 10.72585 0.10622
H -5.12227 12.48240 -0.18435
H -5.86429 11.07008 -0.96612
H -5.99188 11.28765 0.80163
H -4.33637 9.79280 0.20771
C 1.04252 -3.06873 5.64067
O -0.23273 -2.99818 5.00471
H 1.61026 -2.18132 5.37103
H 0.92114 -3.10049 6.72697
H 1.58633 -3.95536 5.30683
H -0.72133 -3.78782 5.25239
C 4.37494 -1.75058 -4.87092
O 3.36772 -2.40731 -4.10117
H 4.91848 -1.07162 -4.21790
H 5.07062 -2.48163 -5.28579
H 3.91339 -1.17813 -5.68111
H 2.89940 -3.00202 -4.69318
C 7.97874 -3.57734 -4.84193
O 7.55394 -2.74485 -5.92452
H 7.10651 -3.83355 -4.24662
H 8.43145 -4.49375 -5.23057
H 8.69915 -3.04257 -4.21685
H 8.33116 -2.52290 -6.44441
C 5.46846 -6.18685 -5.06245
O 5.48450 -5.21578 -4.01358
H 6.30336 -5.98488 -5.72825
H 5.57180 -7.19203 -4.64681
H 4.53363 -6.11344 -5.62437
H 4.74026 -5.40498 -3.43498
C -5.94735 -2.20776 4.38588
O -5.58618 -1.95162 3.03168
H -5.53283 -1.41433 5.00308
H -7.03481 -2.21606 4.49577
H -5.53939 -3.16676 4.71463
H -5.95650 -2.65845 2.49543
C 6.41471 -9.54154 -2.18703
O 5.56716 -9.51448 -3.33205
H 6.88667 -8.56646 -2.09153
H 5.83154 -9.74783 -1.28539
H 7.18935 -10.30333 -2.30351
H 5.15598 -10.37968 -3.40848
C 2.07342 -5.60242 2.36300
O 2.65801 -5.68522 3.66030
H 1.29453 -4.84376 2.39084
H 2.82517 -5.31639 1.62324
H 1.63014 -6.56144 2.08218
H 3.34472 -6.35654 3.62685
C -1.82992 6.48914 7.55874
O -2.73611 6.55264 6.46068
H -1.37320 7.46859 7.67707
H -2.36095 6.22840 8.47788
H -1.04841 5.75004 7.36574
H -3.13238 5.68188 6.36584
C 8.90284 -6.38622 -7.84855
O 7.54601 -5.95829 -7.90182
H 8.91391 -7.46115 -7.68659
H 9.41164 -6.16024 -8.78944
H 9.42679 -5.89456 -7.02393
H 7.54993 -5.00650 -8.04365
C -8.07387 3.35245 4.02222
O -6.71432 3.66816 4.31835
H -8.14897 3.14184 2.95793
H -8.39070 2.47139 4.58485
H -8.72267 4.19650 4.26705
H -6.65833 3.85269 5.25991
C 8.20526 -5.73723 -1.47606
O 9.47419 -6.15387 -1.97683
H 7.46661 -5.85566 -2.26633
H 7.91962 -6.35489 -0.61932
H 8.25003 -4.68604 -1.18048
H 10.11543 -6.04215 -1.27001
```

Computed properties:
Frontier orbital gap: 0.3139 hartree
E_HOMO: -8.29 eV
Energy relative to the best compared isomer or geometry (same formula, charge and spin): 0.781 eV
Net charge: 0



Computed, not measured: an isolated molecule of C8H10Cl2NO2P, with ωB97M-V with the def2-TZVPD basis set.

The geometry in XYZ format:
```
24
C8H10Cl2NO2P (ωB97M-V with the def2-TZVPD basis set)
O -0.87274 0.37049 -3.05808
Cl -1.53267 0.70237 4.44116
Cl 0.18292 3.05986 3.89907
O 0.27109 -1.87925 -2.38790
C -1.02566 1.17490 1.38859
C 1.18596 0.22578 1.67317
C -0.97665 0.83737 0.02717
C 1.18939 -0.14141 0.31538
C 0.05186 0.86801 2.22660
C 0.14312 0.17625 -0.52833
N 1.48013 0.36670 -3.11402
C -0.83541 -2.52460 -1.77472
C -0.00020 1.22856 3.68759
P 0.19227 -0.25093 -2.29257
H -1.88003 1.67401 1.81471
H 2.02046 -0.04314 2.31889
H -1.83666 1.10063 -0.57475
H 2.04342 -0.67815 -0.09186
H 1.17672 1.29185 -3.42361
H 1.53552 -0.19727 -3.96962
H -0.88124 -2.26670 -0.71705
H -0.67965 -3.59949 -1.83271
H -1.77141 -2.29157 -2.25456
H 0.81945 0.79574 4.22745
```

Computed properties:
Structure (SMILES): CO[P@@](N)(=O)c1ccc(C(Cl)Cl)cc1
Frontier orbital gap: 0.3526 hartree
E_HOMO: -9.59 eV
Net charge: 0